1.
C27H30F7N5O7PtS2 | ωB97M-V/def2-TZVPD

Summary:
Energy relative to the best compared isomer or geometry (same formula, charge and spin): 0.282 eV
HOMO-LUMO gap: 7.77 eV

ORCA input file:
```
! RIJCOSX wB97M-V def2-TZVPD def2/J DEFGRID3
* xyz 2 1
Pt -2.348 1.737 -0.342
C -3.775 3.250 -3.622
N -4.344 2.100 -3.602
C -3.533 0.877 -3.737
C -5.540 1.959 -2.729
C -5.247 2.480 -1.330
C -6.209 2.426 -0.363
C -5.957 2.990 0.905
C -4.781 3.632 1.198
C -3.776 3.725 0.220
C -3.988 3.039 -0.993
H -2.763 3.363 -4.003
H -3.341 3.406 -1.816
H -4.385 4.141 -3.520
H -2.770 1.034 -4.494
H -4.183 0.061 -4.038
H -3.077 0.659 -2.768
H -5.801 0.904 -2.697
H -6.373 2.506 -3.170
H -7.172 1.968 -0.551
H -6.738 2.948 1.652
H -4.653 4.114 2.157
H -2.895 4.335 0.363
F -5.998 -0.613 -0.785
C -5.242 -1.441 -0.039
F -4.312 -1.967 -0.836
F -6.003 -2.398 0.445
S -4.455 -0.455 1.313
O -3.376 0.221 0.573
O -5.492 0.382 1.818
N -3.966 -1.541 2.273
S -2.501 -1.829 2.816
O -2.582 -2.571 4.023
O -1.629 -0.693 2.711
C -1.852 -3.017 1.563
F -2.631 -4.080 1.448
F -1.749 -2.423 0.367
F -0.626 -3.409 1.933
C 4.729 0.154 -2.835
C 4.414 1.268 -1.851
N 3.068 1.131 -1.265
C 2.074 1.872 -1.755
C 0.765 1.813 -1.338
C -0.170 2.793 -1.983
O 0.165 3.384 -2.987
O -1.318 3.046 -1.397
C 0.416 0.850 -0.365
O -0.760 0.563 0.013
C 1.499 0.092 0.227
C 1.232 -0.760 1.306
C 2.250 -1.451 1.888
F 1.980 -2.199 2.969
C 3.577 -1.378 1.419
C 3.834 -0.533 0.349
C 2.814 0.231 -0.233
N 4.628 -2.123 1.988
C 4.364 -3.278 2.845
C 5.684 -4.030 3.067
N 6.588 -3.764 1.899
C 7.041 -2.323 1.888
C 5.868 -1.456 2.356
H 5.737 0.285 -3.229
H 4.035 0.176 -3.674
H 4.665 -0.830 -2.370
H 4.439 2.236 -2.347
H 5.136 1.320 -1.037
H 2.328 2.571 -2.543
H 0.230 -0.815 1.718
H 4.838 -0.487 -0.043
H 3.640 -3.925 2.354
H 3.964 -3.013 3.826
H 5.526 -5.102 3.153
H 6.219 -3.686 3.950
H 6.068 -3.948 1.040
H 7.393 -4.390 1.910
H 7.347 -2.096 0.869
H 7.904 -2.244 2.547
H 5.935 -0.476 1.893
H 5.915 -1.298 3.439
*
```

---

2.
C27H30N4O3PdS | ωB97M-V/def2-TZVPD

Summary:
HOMO-LUMO gap: 7.11 eV

ORCA input file:
```
! RIJCOSX wB97M-V def2-TZVPD def2/J DEFGRID3
* xyz 0 1
Pd -0.114 -1.102 0.648
C 1.418 -4.005 -1.620
C 1.186 -2.624 -2.232
C 2.324 -1.644 -2.039
C 3.106 -1.285 -3.133
C 4.161 -0.399 -3.004
C 4.432 0.176 -1.774
C 3.670 -0.132 -0.654
C 3.894 0.625 0.635
C 2.722 1.544 0.988
C 2.638 -1.070 -0.792
N 1.878 -1.418 0.368
C 2.412 -2.125 1.318
C 1.581 -2.579 2.360
C 1.772 -3.277 3.555
C 0.516 -3.385 4.145
C -0.394 -2.750 3.291
N 0.241 -2.271 2.216
H 0.541 -4.639 -1.760
H 1.619 -3.950 -0.552
H 2.267 -4.496 -2.097
H 0.278 -2.182 -1.823
H 1.016 -2.739 -3.305
H 2.881 -1.721 -4.099
H 4.762 -0.144 -3.867
H 5.233 0.897 -1.681
H 4.793 1.231 0.514
H 4.097 -0.049 1.470
H 2.524 2.243 0.173
H 2.944 2.127 1.882
H 1.813 0.973 1.187
H 3.462 -2.401 1.260
H 2.709 -3.646 3.940
H 0.277 -3.858 5.083
H -1.457 -2.631 3.434
N -2.146 -0.965 1.045
C -2.580 0.397 1.353
C -3.737 0.888 0.776
C -4.047 2.230 0.921
C -3.191 3.066 1.625
C -2.090 2.541 2.287
C -1.776 1.197 2.150
S -3.382 4.844 1.466
O -4.811 5.071 1.519
O -2.605 5.393 2.558
O -2.790 5.047 0.143
H -2.648 -1.280 0.218
H -2.399 -1.608 1.790
H -4.359 0.242 0.164
H -4.918 2.658 0.442
H -1.467 3.213 2.864
H -0.893 0.777 2.621
N -0.164 0.455 -0.757
C -1.294 0.973 -1.518
C -1.949 0.153 -2.426
C -3.025 0.663 -3.137
C -3.443 1.974 -2.937
C -2.782 2.783 -2.025
C -1.700 2.279 -1.314
H 0.153 1.214 -0.153
H 0.611 0.267 -1.394
H -1.624 -0.869 -2.586
H -3.540 0.031 -3.850
H -4.290 2.358 -3.488
H -3.097 3.796 -1.808
H -1.218 2.920 -0.583
*
```

---

3.
C27H30NO2S | ωB97M-V/def2-TZVPD

Summary:
HOMO-LUMO gap: 7.53 eV

ORCA input file:
```
! RIJCOSX wB97M-V def2-TZVPD def2/J DEFGRID3
* xyz 1 1
C 4.567 -2.483 1.699
C 3.156 -3.048 1.612
O 2.282 -1.865 1.653
C 0.997 -2.057 1.250
C 0.228 -0.735 1.188
S -1.419 -1.027 1.862
C -1.455 -2.392 3.051
C -1.657 0.345 2.981
O 0.535 -3.121 0.820
H 5.318 -3.225 2.000
H 4.915 -2.098 0.730
H 4.569 -1.654 2.430
H 2.994 -3.615 0.674
H 2.927 -3.628 2.525
H 0.852 0.020 1.824
H -0.868 -3.208 2.638
H -1.077 -1.995 4.002
H -2.497 -2.743 3.210
H -1.435 1.272 2.438
H -2.697 0.380 3.322
H -0.987 0.191 3.827
C -4.183 4.570 0.526
N -3.080 4.460 -0.491
C -2.879 5.621 -1.355
C -2.305 3.336 -0.584
C -2.789 2.096 -0.101
C -2.054 0.940 -0.290
C -0.704 0.992 -0.670
C 0.132 -0.267 -0.479
C 1.631 -0.175 -0.752
C 2.051 -1.335 -1.437
C 3.392 -1.620 -1.617
C 4.324 -0.721 -1.081
C 3.896 0.481 -0.489
C 2.529 0.789 -0.328
C 0.883 -2.115 -1.865
C -0.267 -1.419 -1.427
C -1.492 -1.734 -2.014
C -1.570 -2.899 -2.841
C -0.429 -3.649 -3.167
C 0.814 -3.226 -2.698
C -0.212 2.220 -1.173
C -1.025 3.351 -1.201
H -4.518 3.591 0.943
H -3.863 5.198 1.416
H -5.064 5.027 0.034
H -2.750 5.270 -2.393
H -3.759 6.278 -1.358
H -1.995 6.228 -1.070
H -3.770 2.018 0.371
H -2.511 -0.030 -0.128
H 3.634 -2.566 -2.103
H 5.393 -0.959 -1.137
H 4.612 1.209 -0.099
H 2.148 1.715 0.115
H -2.383 -1.114 -1.828
H -2.555 -3.221 -3.203
H -0.501 -4.538 -3.805
H 1.754 -3.751 -2.927
H 0.821 2.335 -1.479
H -0.607 4.299 -1.550
*
```

---

4.
C27H30O15 | ωB97M-V/def2-TZVPD

Summary:
Energy relative to the best compared isomer or geometry (same formula, charge and spin): 12.498 eV
SMILES: O=C1C=C(O)C(=O)C=C1O.O=C1C=C(O)C(=O)C=C1O.O=C1C=C(O)C(=O)C=C1O.CC(C)=O.CC(C)=O.CC(C)=O
HOMO-LUMO gap: 6.49 eV

ORCA input file:
```
! RIJCOSX wB97M-V def2-TZVPD def2/J DEFGRID3
* xyz 0 1
O 3.955 0.263 -0.878
C 3.451 0.705 0.178
C 1.999 0.523 0.501
C 1.387 1.179 1.616
O 0.221 0.845 2.264
C 2.126 2.304 2.382
O 1.544 3.024 3.231
C 3.530 2.422 2.093
C 4.200 1.676 0.965
O 5.531 1.744 0.709
H 1.473 -0.334 0.249
H -0.182 -0.017 2.030
H 4.044 3.134 2.542
H 5.509 1.529 -0.099
O 4.951 -3.367 -0.225
C 4.321 -3.057 -1.097
C 4.928 -3.012 -2.474
C 4.020 -2.673 -3.723
O 4.605 -2.408 -4.893
C 2.605 -2.478 -3.533
O 1.916 -2.292 -4.417
C 2.105 -2.302 -2.154
C 2.917 -2.665 -0.944
O 2.384 -2.614 0.354
H 6.028 -2.927 -2.752
H 5.489 -2.760 -5.096
H 1.143 -2.100 -1.920
H 3.040 -2.818 1.038
O -2.452 -5.253 -1.417
C -2.115 -4.110 -1.089
C -1.427 -3.805 0.070
C -1.082 -2.307 0.381
O -0.401 -1.979 1.546
C -1.591 -1.159 -0.376
O -1.350 -0.044 -0.113
C -2.370 -1.549 -1.554
C -2.677 -3.018 -1.891
O -3.353 -3.323 -3.014
H -1.125 -4.577 0.510
H 0.000 -2.734 1.856
H -2.888 -0.698 -2.167
H -3.272 -4.171 -3.404
C -0.318 1.044 -3.029
C 0.129 2.245 -3.648
C -0.821 2.954 -4.570
O 1.173 2.879 -3.381
H -1.332 0.959 -2.943
H 0.356 0.799 -2.155
H -0.003 0.137 -3.707
H -0.357 3.870 -5.028
H -1.479 3.534 -4.002
H -1.426 2.327 -5.388
C -0.836 4.091 5.176
C -2.232 3.860 4.697
C -2.488 3.032 3.453
O -3.175 4.325 5.438
H -1.108 4.674 6.066
H 0.093 4.547 4.675
H -0.492 3.144 5.432
H -2.587 3.842 2.595
H -3.415 2.472 3.441
H -1.541 2.685 3.149
C -3.167 -0.405 2.614
C -4.334 -0.662 1.719
C -5.074 0.563 1.163
O -4.419 -1.760 1.258
H -2.742 -1.424 2.915
H -3.418 0.084 3.427
H -2.445 0.507 2.287
H -4.522 0.965 0.284
H -5.094 1.482 1.860
H -6.052 0.448 0.897
*
```

---

5.
C27H31AsCoF5N3O3 | ωB97M-V/def2-TZVPD

Summary:
HOMO-LUMO gap (spin up / spin down): 5.84 / 6.59 eV

ORCA input file:
```
! RIJCOSX wB97M-V def2-TZVPD def2/J DEFGRID3
* xyz 1 1
Co -0.836 0.464 -2.070
C -3.203 1.898 -1.269
N -2.741 1.053 -2.392
C -2.917 1.812 -3.648
C -3.573 -0.181 -2.446
C -2.966 -1.244 -1.547
N -1.588 -1.346 -1.994
C -0.839 -2.448 -1.782
C 0.192 -2.751 -2.709
F 0.265 -2.071 -3.838
C 1.026 -3.831 -2.516
F 1.959 -4.095 -3.422
C 0.875 -4.659 -1.419
C -0.150 -4.404 -0.521
F -0.305 -5.188 0.546
C -1.004 -3.342 -0.698
F -1.937 -3.093 0.224
H -4.251 2.172 -1.414
H -2.599 2.803 -1.231
H -3.080 1.364 -0.330
H -3.979 2.001 -3.831
H -2.508 1.244 -4.482
H -2.399 2.766 -3.572
H -3.564 -0.552 -3.471
H -4.607 0.050 -2.178
H -3.496 -2.191 -1.668
H -3.006 -0.971 -0.489
H 1.533 -5.505 -1.275
C 4.210 -0.526 3.175
C 2.866 -1.036 3.681
C 2.566 -0.451 5.051
C 1.174 -0.830 5.520
C 0.162 -0.336 4.530
C -1.091 0.072 4.918
C -2.016 0.496 3.967
F -3.228 0.883 4.389
C -1.725 0.517 2.636
C -0.451 0.110 2.214
C -0.155 0.087 0.784
O -1.035 0.489 -0.023
C 1.106 -0.453 0.423
C 1.989 -0.800 1.417
N 1.762 -0.700 2.725
C 0.499 -0.297 3.160
C 1.623 -0.642 -0.985
O 2.697 -1.199 -1.138
O 0.918 -0.187 -1.967
H 4.941 -0.624 3.977
H 4.142 0.530 2.906
H 4.593 -1.081 2.323
H 2.890 -2.127 3.757
H 2.668 0.637 5.009
H 3.322 -0.821 5.744
H 0.963 -0.420 6.508
H 1.098 -1.919 5.605
H -1.377 0.059 5.963
H -2.458 0.835 1.910
H 2.952 -1.175 1.103
C -0.170 4.362 -2.768
As 0.423 2.529 -2.471
C 1.606 2.262 -3.982
C 1.710 2.777 -1.038
H 0.709 4.999 -2.855
H -0.780 4.710 -1.935
H -0.750 4.437 -3.686
H 2.337 3.069 -4.030
H 1.033 2.240 -4.908
H 2.110 1.307 -3.846
H 2.175 3.757 -1.131
H 2.473 2.004 -1.119
H 1.219 2.699 -0.069
*
```

---

6.
C27H31Br2ClF35IO7P2S2Si2 | ωB97M-V/def2-TZVPD

Summary:
HOMO-LUMO gap: 9.06 eV

ORCA input file:
```
! RIJCOSX wB97M-V def2-TZVPD def2/J DEFGRID3
* xyz 0 1
O 4.141 0.359 -5.654
P 4.217 1.284 -4.329
O 5.695 1.924 -4.333
S 2.790 2.591 -4.216
Si 4.064 -0.118 -2.557
C 4.140 0.940 -1.039
C 5.551 1.475 -0.753
C 5.625 2.685 0.171
I 4.397 4.321 -0.419
C 2.427 -0.975 -2.783
C 2.373 -1.957 -3.960
C 0.952 -2.479 -4.195
F 0.032 -1.712 -3.529
Br 0.730 -4.292 -3.533
C 0.496 -2.401 -5.663
F -0.767 -2.819 -5.782
F 0.534 -1.104 -6.037
Br 1.630 -3.406 -6.851
O 5.328 -1.212 -2.575
Si 5.526 -2.582 -1.730
Cl 5.433 -4.208 -2.950
P 7.594 -2.601 -0.775
S 8.599 -0.937 -0.958
H 3.662 0.826 -6.349
H 5.639 2.869 -4.524
H 3.777 0.339 -0.194
H 3.432 1.763 -1.192
H 6.130 0.687 -0.258
H 6.097 1.693 -1.675
H 5.351 2.435 1.195
H 6.634 3.091 0.181
H 2.159 -1.480 -1.846
H 1.709 -0.161 -2.930
H 3.019 -2.813 -3.772
H 2.734 -1.486 -4.877
H 4.496 -2.700 -0.676
H 8.205 -3.748 -1.314
H 7.334 -3.040 0.538
C -2.606 0.750 -1.115
C -1.671 0.000 -0.162
C -1.167 -1.384 -0.580
F -2.186 -2.247 -0.755
F -0.366 -1.864 0.399
F -2.188 -0.041 1.081
F -0.525 0.754 -0.119
O -3.991 0.661 -0.847
C -4.782 -0.317 -1.364
C -5.443 -1.173 -0.267
F -4.514 -1.684 0.562
F -6.101 -2.193 -0.858
F -4.136 -1.079 -2.258
F -5.806 0.290 -2.017
H -2.363 1.800 -0.957
H -2.371 0.501 -2.151
H -0.592 -1.306 -1.505
H -6.147 -0.563 0.300
C -0.569 4.922 1.915
C 0.346 4.082 1.020
C 0.965 2.818 1.630
F 1.727 3.149 2.694
F 1.758 2.236 0.706
F 1.308 4.841 0.468
F -0.467 3.628 0.012
O -0.002 6.041 2.575
C 0.546 5.967 3.811
C 2.031 6.377 3.824
F 2.735 5.645 2.945
F 2.523 6.157 5.063
F 0.357 4.771 4.394
F -0.088 6.886 4.597
H -1.290 5.361 1.226
H -1.117 4.287 2.608
H 0.191 2.113 1.941
H 2.120 7.436 3.577
C -2.524 -6.777 -3.357
C -1.590 -7.621 -2.483
C -1.090 -8.962 -3.038
F -2.120 -9.793 -3.288
F -0.291 -9.540 -2.117
F -2.104 -7.790 -1.255
F -0.446 -6.866 -2.366
O -3.910 -6.888 -3.103
C -4.706 -7.804 -3.714
C -5.381 -8.753 -2.706
F -4.462 -9.349 -1.925
F -6.046 -9.706 -3.393
F -4.060 -8.486 -4.674
F -5.720 -7.130 -4.314
H -2.283 -5.748 -3.092
H -2.288 -6.916 -4.413
H -0.519 -8.803 -3.956
H -6.082 -8.191 -2.087
C -2.135 5.973 6.642
C -2.620 5.998 8.094
C -2.188 4.851 9.019
F -2.628 3.667 8.548
F -2.730 5.051 10.238
F -3.955 6.151 8.147
F -2.039 7.111 8.643
O -3.032 5.440 5.684
C -3.060 4.128 5.347
C -4.438 3.484 5.588
F -4.818 3.651 6.866
F -4.341 2.162 5.332
F -2.079 3.421 5.921
F -2.854 4.058 3.996
H -2.044 7.023 6.368
H -1.145 5.521 6.571
H -1.099 4.826 9.111
H -5.176 3.932 4.921
*
```

---

Please write out number 2 again, unchanged.
C27H30N4O3PdS | ωB97M-V/def2-TZVPD

Summary:
HOMO-LUMO gap: 7.11 eV

ORCA input file:
```
! RIJCOSX wB97M-V def2-TZVPD def2/J DEFGRID3
* xyz 0 1
Pd -0.114 -1.102 0.648
C 1.418 -4.005 -1.620
C 1.186 -2.624 -2.232
C 2.324 -1.644 -2.039
C 3.106 -1.285 -3.133
C 4.161 -0.399 -3.004
C 4.432 0.176 -1.774
C 3.670 -0.132 -0.654
C 3.894 0.625 0.635
C 2.722 1.544 0.988
C 2.638 -1.070 -0.792
N 1.878 -1.418 0.368
C 2.412 -2.125 1.318
C 1.581 -2.579 2.360
C 1.772 -3.277 3.555
C 0.516 -3.385 4.145
C -0.394 -2.750 3.291
N 0.241 -2.271 2.216
H 0.541 -4.639 -1.760
H 1.619 -3.950 -0.552
H 2.267 -4.496 -2.097
H 0.278 -2.182 -1.823
H 1.016 -2.739 -3.305
H 2.881 -1.721 -4.099
H 4.762 -0.144 -3.867
H 5.233 0.897 -1.681
H 4.793 1.231 0.514
H 4.097 -0.049 1.470
H 2.524 2.243 0.173
H 2.944 2.127 1.882
H 1.813 0.973 1.187
H 3.462 -2.401 1.260
H 2.709 -3.646 3.940
H 0.277 -3.858 5.083
H -1.457 -2.631 3.434
N -2.146 -0.965 1.045
C -2.580 0.397 1.353
C -3.737 0.888 0.776
C -4.047 2.230 0.921
C -3.191 3.066 1.625
C -2.090 2.541 2.287
C -1.776 1.197 2.150
S -3.382 4.844 1.466
O -4.811 5.071 1.519
O -2.605 5.393 2.558
O -2.790 5.047 0.143
H -2.648 -1.280 0.218
H -2.399 -1.608 1.790
H -4.359 0.242 0.164
H -4.918 2.658 0.442
H -1.467 3.213 2.864
H -0.893 0.777 2.621
N -0.164 0.455 -0.757
C -1.294 0.973 -1.518
C -1.949 0.153 -2.426
C -3.025 0.663 -3.137
C -3.443 1.974 -2.937
C -2.782 2.783 -2.025
C -1.700 2.279 -1.314
H 0.153 1.214 -0.153
H 0.611 0.267 -1.394
H -1.624 -0.869 -2.586
H -3.540 0.031 -3.850
H -4.290 2.358 -3.488
H -3.097 3.796 -1.808
H -1.218 2.920 -0.583
*
```

---

Repeat the fifth record exactly.
C27H31AsCoF5N3O3 | ωB97M-V/def2-TZVPD

Summary:
HOMO-LUMO gap (spin up / spin down): 5.84 / 6.59 eV

ORCA input file:
```
! RIJCOSX wB97M-V def2-TZVPD def2/J DEFGRID3
* xyz 1 1
Co -0.836 0.464 -2.070
C -3.203 1.898 -1.269
N -2.741 1.053 -2.392
C -2.917 1.812 -3.648
C -3.573 -0.181 -2.446
C -2.966 -1.244 -1.547
N -1.588 -1.346 -1.994
C -0.839 -2.448 -1.782
C 0.192 -2.751 -2.709
F 0.265 -2.071 -3.838
C 1.026 -3.831 -2.516
F 1.959 -4.095 -3.422
C 0.875 -4.659 -1.419
C -0.150 -4.404 -0.521
F -0.305 -5.188 0.546
C -1.004 -3.342 -0.698
F -1.937 -3.093 0.224
H -4.251 2.172 -1.414
H -2.599 2.803 -1.231
H -3.080 1.364 -0.330
H -3.979 2.001 -3.831
H -2.508 1.244 -4.482
H -2.399 2.766 -3.572
H -3.564 -0.552 -3.471
H -4.607 0.050 -2.178
H -3.496 -2.191 -1.668
H -3.006 -0.971 -0.489
H 1.533 -5.505 -1.275
C 4.210 -0.526 3.175
C 2.866 -1.036 3.681
C 2.566 -0.451 5.051
C 1.174 -0.830 5.520
C 0.162 -0.336 4.530
C -1.091 0.072 4.918
C -2.016 0.496 3.967
F -3.228 0.883 4.389
C -1.725 0.517 2.636
C -0.451 0.110 2.214
C -0.155 0.087 0.784
O -1.035 0.489 -0.023
C 1.106 -0.453 0.423
C 1.989 -0.800 1.417
N 1.762 -0.700 2.725
C 0.499 -0.297 3.160
C 1.623 -0.642 -0.985
O 2.697 -1.199 -1.138
O 0.918 -0.187 -1.967
H 4.941 -0.624 3.977
H 4.142 0.530 2.906
H 4.593 -1.081 2.323
H 2.890 -2.127 3.757
H 2.668 0.637 5.009
H 3.322 -0.821 5.744
H 0.963 -0.420 6.508
H 1.098 -1.919 5.605
H -1.377 0.059 5.963
H -2.458 0.835 1.910
H 2.952 -1.175 1.103
C -0.170 4.362 -2.768
As 0.423 2.529 -2.471
C 1.606 2.262 -3.982
C 1.710 2.777 -1.038
H 0.709 4.999 -2.855
H -0.780 4.710 -1.935
H -0.750 4.437 -3.686
H 2.337 3.069 -4.030
H 1.033 2.240 -4.908
H 2.110 1.307 -3.846
H 2.175 3.757 -1.131
H 2.473 2.004 -1.119
H 1.219 2.699 -0.069
*
```